Record 1
The following is a quantum chemistry calculation of a gas-phase ion, C5H10N (charge +1), from the OMol25 dataset.

```
! RIJCOSX wB97M-V def2-TZVPD def2/J DEFGRID3
* xyz 1 3
C 0.985 -2.403 0.735
C 0.008 -1.688 0.151
C 0.045 -0.260 -0.059
C 1.258 0.483 -0.277
C -1.505 1.684 -0.176
N -1.128 0.257 0.111
H 0.981 -3.510 0.731
H 1.985 -2.110 1.216
H -0.963 -2.100 -0.204
H 1.235 1.662 -0.211
H 1.737 0.121 -1.216
H 2.157 0.116 0.334
H -1.956 1.846 -1.226
H -2.386 1.831 0.551
H -0.751 2.392 -0.151
H -2.021 -0.321 0.201
*
```

Results
- Orbital gap (spin up / spin down): 8.2 / 7.8 eV
- LUMO (spin up / spin down): -3.16 / -7.98 eV
- HOMO level (spin up / spin down): -11.4 / -15.8 eV
- ⟨S²⟩: 2.0089

These are the Löwdin partial charges, in e, on atoms 1 to 6:
1. C 0.10
2. C -0.02
3. C -0.34
4. C -0.02
5. C -0.01
6. N 0.04

***

Record 2
The following is a quantum chemistry calculation of 6 unconnected molecules or ions with the total composition C4H20O5, from the OMol25 dataset.

```
! RIJCOSX wB97M-V def2-TZVPD def2/J DEFGRID3
* xyz 0 1
C 0.906 2.098 0.421
C 1.623 1.071 -0.449
C 0.781 -0.170 -0.695
C 1.577 -1.301 -1.338
H -0.076 2.342 0.006
H 1.436 3.052 0.473
H 0.762 1.744 1.435
H 2.571 0.776 0.023
H 1.908 1.530 -1.400
H 0.311 -0.514 0.227
H -0.083 0.074 -1.323
H 1.033 -2.245 -1.389
H 2.516 -1.487 -0.806
H 1.879 -1.040 -2.354
O -2.296 -2.176 -0.476
H -1.773 -2.330 -1.282
H -2.494 -1.223 -0.490
O -1.365 -1.033 2.146
H -0.409 -1.146 2.388
H -1.573 -1.774 1.558
O -1.794 1.977 -2.258
H -0.911 2.291 -2.147
H -1.978 1.412 -1.470
O 1.379 -1.343 2.758
H 1.732 -0.493 3.046
H 1.892 -1.589 1.987
O -2.401 0.508 0.085
H -1.923 0.123 0.882
H -3.231 0.866 0.439
*
```

Results
- Orbital gap: 11.2 eV
- LUMO: 0.31 eV
- HOMO level: -10.9 eV
- SMILES string: CCCC.O.O.O.O.O

These are the Löwdin partial charges, in e, on atoms 1 to 6:
1. C -0.10
2. C -0.27
3. C -0.29
4. C -0.11
5. H 0.06
6. H 0.07

***

Record 3
The following is a quantum chemistry calculation of a molecular structure, C33H59BrN9P2Tc, from the OMol25 dataset.

```
! RIJCOSX wB97M-V def2-TZVPD def2/J DEFGRID3
* xyz 3 4
Tc 0.011 -0.488 -0.303
Br 0.132 -0.717 2.265
C -1.739 -0.996 2.550
C -2.194 -1.284 3.798
C -3.586 -1.444 3.971
C -4.432 -1.290 2.909
C -3.940 -0.980 1.616
C -4.813 -0.803 0.513
C -4.314 -0.468 -0.712
C -2.921 -0.333 -0.902
C -2.019 -0.550 0.116
C -2.544 -0.840 1.411
H -1.521 -1.379 4.641
H -3.972 -1.677 4.954
H -5.500 -1.400 3.045
H -5.879 -0.917 0.665
H -4.985 -0.304 -1.545
H -2.570 -0.040 -1.883
C 3.367 -1.191 1.425
P 2.714 -0.254 0.005
C 3.642 -1.032 -1.366
C 3.500 1.425 0.083
C 4.103 1.824 1.432
P 2.837 2.139 2.740
C 3.935 2.473 4.162
C 2.354 3.851 2.278
H 4.451 -1.287 1.353
H 2.924 -2.189 1.439
H 3.115 -0.696 2.362
H 4.704 -0.804 -1.262
H 3.299 -0.684 -2.338
H 3.534 -2.114 -1.332
H 2.758 2.168 -0.221
H 4.276 1.429 -0.686
H 4.708 2.725 1.289
H 4.791 1.057 1.792
H 4.709 3.202 3.915
H 4.410 1.551 4.496
H 3.344 2.860 4.993
H 3.217 4.517 2.234
H 1.652 4.245 3.016
H 1.853 3.856 1.307
C -2.217 -3.801 0.585
N -0.878 -3.729 1.193
C -0.547 -4.825 2.130
C 0.561 -5.589 1.412
N 1.079 -4.542 0.514
C 2.418 -4.609 -0.046
C 0.187 -3.571 0.356
N 0.299 -2.548 -0.512
C 0.705 -2.899 -1.885
C -0.213 -2.105 -2.783
N -0.104 -0.682 -2.373
C -0.360 0.228 -3.331
N -1.222 0.098 -4.340
C -2.284 -0.881 -4.542
C -1.014 1.153 -5.346
C -0.250 2.199 -4.544
N 0.288 1.424 -3.406
C 1.717 1.539 -3.139
H -2.383 -4.788 0.144
H -2.317 -3.038 -0.180
H -2.964 -3.627 1.356
H -1.427 -5.426 2.339
H -0.186 -4.397 3.066
H 0.208 -6.443 0.830
H 1.346 -5.926 2.084
H 3.047 -5.187 0.626
H 2.828 -3.606 -0.130
H 2.427 -5.091 -1.024
H 0.566 -3.965 -2.072
H 1.746 -2.648 -2.097
H -1.229 -2.482 -2.654
H 0.076 -2.215 -3.829
H -2.629 -1.278 -3.594
H -1.958 -1.696 -5.188
H -3.119 -0.375 -5.023
H -1.972 1.514 -5.711
H -0.446 0.758 -6.189
H -0.906 2.989 -4.178
H 0.561 2.650 -5.110
H 2.318 1.140 -3.961
H 1.973 1.005 -2.229
H 1.969 2.591 -3.010
C -1.090 2.374 2.780
N -1.557 2.169 1.411
C -2.984 2.413 1.205
C -0.719 2.555 0.361
N -0.088 1.609 -0.328
N -0.571 3.839 0.034
C -1.175 4.956 0.766
C 0.239 4.235 -1.112
H -1.603 1.660 3.427
H -1.299 3.377 3.169
H -0.019 2.183 2.840
H -3.243 2.249 0.161
H -3.309 3.416 1.498
H -3.542 1.695 1.808
H 0.474 2.003 -1.071
H -1.734 4.608 1.621
H -1.842 5.508 0.104
H -0.384 5.623 1.110
H -0.159 3.805 -2.034
H 1.282 3.931 -0.983
H 0.220 5.317 -1.198
*
```

Results
- Orbital gap (spin up / spin down): 7.5 / 6.2 eV
- LUMO (spin up / spin down): -7.78 / -9.15 eV
- HOMO level (spin up / spin down): -15.3 / -15.4 eV
- ⟨S²⟩: 3.7862

These are the Löwdin partial charges, in e, on atoms 1 to 6:
1. Tc 1.30
2. Br 0.96
3. C -0.54
4. C -0.08
5. C -0.03
6. C 0.01

***

Record 4
The following is a quantum chemistry calculation of 4 unconnected molecules or ions with the total composition C67H49BBr2N2O12, from the OMol25 dataset.

```
! RIJCOSX wB97M-V def2-TZVPD def2/J DEFGRID3
* xyz 0 1
C 8.830 -6.978 3.073
C 8.154 -6.581 4.406
N 7.642 -5.205 4.401
C 6.460 -4.948 3.710
C 5.537 -5.937 3.382
C 4.356 -5.658 2.715
C 4.065 -4.359 2.360
C 4.981 -3.341 2.653
C 6.179 -3.612 3.324
C 7.165 -2.510 3.643
B 8.231 -2.290 2.479
O 8.815 -3.354 1.828
O 8.578 -1.024 2.091
C 4.606 -1.975 2.233
O 5.390 -1.149 1.840
C 3.138 -1.667 2.284
C 2.693 -0.395 2.599
O 3.632 0.618 2.910
C 3.925 1.374 1.900
N 4.288 2.073 1.078
C 1.339 -0.100 2.610
C 0.851 1.256 2.956
Br -0.085 2.230 1.637
C 1.073 1.748 4.174
C 1.753 1.024 5.286
Br 0.462 3.489 4.641
C 0.439 -1.117 2.282
C 0.844 -2.420 1.994
C -0.126 -3.527 1.666
C -1.491 -3.427 2.376
O -1.470 -2.712 3.589
C -0.763 -3.375 4.614
C -1.609 -4.441 5.328
C 2.225 -2.675 1.991
C 2.813 -4.002 1.656
O 2.328 -4.754 0.844
H 9.043 -6.084 2.495
H 9.773 -7.468 3.287
H 8.186 -7.610 2.472
H 7.391 -7.285 4.707
H 8.915 -6.610 5.182
H 8.372 -4.584 4.093
H 5.718 -6.966 3.639
H 3.671 -6.452 2.471
H 6.627 -1.597 3.862
H 7.733 -2.788 4.532
H 9.775 -3.327 1.862
H 8.374 -0.403 2.797
H 1.578 1.549 6.216
H 1.358 0.019 5.420
H 2.829 0.960 5.156
H -0.612 -0.870 2.297
H -0.222 -3.579 0.585
H 0.336 -4.459 1.964
H -2.236 -3.022 1.709
H -1.806 -4.453 2.588
H -0.530 -2.608 5.349
H 0.196 -3.778 4.284
H -2.091 -3.992 6.188
H -0.947 -5.221 5.695
H -2.364 -4.837 4.659
O -8.693 1.111 0.671
C -7.619 0.565 0.814
C -7.536 -0.891 1.123
C -8.708 -1.629 1.228
C -8.647 -2.989 1.480
C -7.416 -3.618 1.628
C -6.246 -2.884 1.539
C -6.301 -1.519 1.291
C -5.033 -0.741 1.214
O -3.962 -1.277 1.407
C -5.112 0.706 0.888
C -3.938 1.440 0.780
C -3.993 2.782 0.443
C -5.220 3.396 0.216
C -6.393 2.672 0.338
C -6.346 1.326 0.677
H -9.662 -1.135 1.107
H -9.561 -3.563 1.558
H -7.371 -4.683 1.815
H -5.285 -3.367 1.659
H -2.982 0.962 0.953
H -3.078 3.353 0.354
H -5.260 4.444 -0.057
H -7.350 3.146 0.167
O -6.720 7.550 -7.189
C -6.490 7.302 -6.024
C -7.055 6.087 -5.373
C -7.837 5.217 -6.123
C -8.340 4.066 -5.542
C -8.065 3.776 -4.209
C -7.299 4.647 -3.454
C -6.796 5.807 -4.030
C -5.988 6.740 -3.196
O -5.809 6.521 -2.016
C -5.405 7.943 -3.851
C -4.618 8.809 -3.101
C -4.045 9.916 -3.702
C -4.255 10.165 -5.054
C -5.047 9.312 -5.803
C -5.629 8.201 -5.205
H -8.043 5.444 -7.159
H -8.946 3.387 -6.129
H -8.451 2.870 -3.760
H -7.086 4.429 -2.417
H -4.455 8.609 -2.051
H -3.430 10.588 -3.117
H -3.799 11.026 -5.523
H -5.216 9.502 -6.854
O 6.192 0.046 -3.983
C 5.014 0.202 -4.225
C 3.974 -0.073 -3.195
C 4.367 -0.490 -1.930
C 3.414 -0.717 -0.952
C 2.065 -0.526 -1.232
C 1.667 -0.124 -2.495
C 2.617 0.100 -3.482
C 2.168 0.515 -4.840
O 0.988 0.615 -5.106
C 3.210 0.811 -5.864
C 2.816 1.234 -7.127
C 3.770 1.540 -8.082
C 5.123 1.425 -7.779
C 5.520 0.992 -6.525
C 4.567 0.680 -5.565
H 5.417 -0.629 -1.713
H 3.726 -1.036 0.033
H 1.321 -0.693 -0.461
H 0.619 0.021 -2.719
H 1.763 1.325 -7.356
H 3.462 1.873 -9.064
H 5.868 1.673 -8.524
H 6.570 0.898 -6.285
*
```

Results
- Orbital gap: 7.5 eV
- LUMO: -0.98 eV
- HOMO level: -8.5 eV
- SMILES string: CCNc1ccc2c(c1CB(O)O)C(=O)c1c(OC#N)c(/C(Br)=C(\C)Br)cc(CCOCC)c1C2=O.O=C1c2ccccc2C(=O)c2ccccc21.O=C1c2ccccc2C(=O)c2ccccc21.O=C1c2ccccc2C(=O)c2ccccc21

These are the Löwdin partial charges, in e, on atoms 1 to 6:
1. C -0.06
2. C -0.23
3. N 0.02
4. C -0.19
5. C 0.01
6. C 0.01

***

Asked for DFT total energy across the records above, the calculation gives -250.82641, -540.61126, -5122.35404, -8767.97278 Ha in order.
Asked for ΔE to the lowest compared entry with this formula, charge and spin across the records above, the calculation gives 20.7, 0.0, 0.0, 0.0 kcal per mole in order.